Entry 1:
Density functional theory data (ωB97M-V/def2-TZVPD) for a structure of composition C45H36NO2P2PdTe.

Properties
LUMO, Eh: 0.08940
DFT total energy, eV: -82187.911
Charge: -1
ΔE to the lowest compared entry with this formula, charge and spin, kJ/mol: 2.74

Geometry (Å):
C  -3.4290  6.3106  -0.2886
C  2.4589  1.1695  2.8799
Pd  -0.5240  0.6992  0.2108
H  -4.0882  -0.4126  -6.3243
C  -1.1592  1.7571  -5.0687
C  2.7575  -1.2169  2.8054
C  -1.8790  0.9831  -4.1495
H  1.1985  -6.2893  -0.4419
O  2.1612  -1.0475  -0.1308
C  -0.0033  0.0599  5.0579
H  -4.4827  -3.8874  -2.0937
C  0.4164  -4.3084  -0.1896
P  -0.6352  -1.7266  0.1196
C  1.4335  -3.7887  -2.7147
P  0.1868  -0.2209  2.2344
C  -4.9183  -3.4526  -0.0372
C  -2.1068  0.2951  6.2022
C  1.5882  -5.0471  -2.1505
H  -5.9327  -3.8281  -0.0880
C  -2.0557  0.1012  3.8091
N  -0.1867  -1.8015  1.7672
C  4.9302  -0.7207  -0.3240
C  -4.4258  -2.9328  1.1505
C  0.7883  -2.7832  -2.0101
H  2.3725  -2.2028  2.5768
C  1.0826  -5.3072  -0.8838
H  1.0761  -0.0091  5.0954
H  -1.8496  5.4024  -3.1355
C  -2.8054  -3.0076  -1.0971
C  4.5710  1.6518  -0.3071
C  3.7986  1.3273  3.1969
H  4.7421  -1.9243  3.1918
H  0.0289  -2.6393  2.2907
O  1.8379  1.1669  -0.2559
C  4.6178  0.2135  3.3280
C  -1.7931  4.3106  -1.2978
H  -2.1772  -3.0415  -1.9796
H  4.5043  -1.7163  -0.3164
H  -3.3818  5.2119  1.5469
H  4.2102  2.3219  3.3111
C  -0.7228  0.2076  6.2356
C  2.5510  0.1362  -0.2390
C  6.8119  0.7772  -0.3233
C  -1.4892  1.7480  -6.4141
H  6.3372  2.8703  -0.3045
C  -2.5421  0.9695  -6.8761
H  -3.3111  7.1975  -2.2443
H  0.7011  -1.7853  -2.4225
C  -1.5380  0.9879  -2.7633
H  -2.7976  0.9638  -7.9285
H  -0.1974  0.2566  7.1812
C  -3.2637  0.1978  -5.9750
H  3.8696  2.4757  -0.2939
H  5.6692  0.3382  3.5549
H  1.8333  -3.5815  -3.6993
C  -0.6635  -0.0006  3.8332
H  2.1062  -5.8263  -2.6961
H  -0.9185  2.3534  -7.1082
H  -3.8512  0.3327  4.9486
H  -2.5739  0.1058  2.8566
H  -0.0065  -4.5284  0.7856
C  0.2757  -3.0415  -0.7449
H  -3.5030  -0.3944  -3.9231
C  1.9312  -0.1059  2.6975
C  -3.0408  5.2513  0.5178
C  -3.0061  6.3740  -1.6100
C  -2.9389  0.2026  -4.6284
C  6.3025  -0.5150  -0.3330
C  -2.7730  0.2423  4.9855
H  -0.3357  2.3588  -4.7065
H  -1.1588  3.5326  -1.7001
C  4.0563  0.3601  -0.3107
H  -2.7490  -2.0379  2.1407
H  1.8257  2.0381  2.7310
C  4.0968  -1.0569  3.1299
C  -4.1046  -3.4862  -1.1615
Te  -1.6981  2.6956  1.3797
H  7.8835  0.9395  -0.3259
H  -4.0675  7.0871  0.1173
C  -2.3022  -2.4819  0.0925
H  -5.0541  -2.9003  2.0322
H  6.9785  -1.3624  -0.3446
C  -3.1287  -2.4443  1.2121
C  -2.2209  4.2359  0.0240
C  -1.2908  0.9966  -1.5737
C  5.9428  1.8609  -0.3112
C  -2.1878  5.3692  -2.1061
H  -2.6655  0.4166  7.1221

---

Entry 2:
Density functional theory data (ωB97M-V/def2-TZVPD) for a structure of composition C45H38ClFeN3O4P2 at a distorted geometry.

Properties
LUMO, Eh: -0.06277
DFT total energy, eV: -125417.375
ΔE to the lowest compared entry with this formula, charge and spin, kJ/mol: 695.25

Geometry (Å):
C  3.6752  1.6816  -2.3481
C  2.4700  2.6260  -1.9287
H  -2.8945  -5.8499  1.9322
H  3.3680  -2.6073  -2.9356
C  0.9046  -3.1714  3.1557
C  2.2410  -3.5608  -1.3358
C  -2.3302  2.0378  -0.5184
P  0.3187  -2.2763  0.4954
H  4.9882  -0.8826  -0.4414
C  -4.4815  2.6949  -1.4121
C  4.9000  0.0685  -0.9551
O  -1.8488  -1.6926  2.0519
H  4.1449  -2.5574  -1.3446
C  0.1321  1.7106  -2.1513
Cl  -2.2367  -0.7006  1.0343
C  1.2447  -0.5724  4.1644
H  4.8607  3.5001  -2.5291
H  2.8533  4.1995  -3.4240
H  -0.7997  2.6341  2.3123
C  -0.9113  -3.6340  0.3108
O  -2.8573  -1.4003  -0.0821
C  -1.5494  2.7500  1.5390
C  2.0946  3.5128  -3.0639
H  2.1826  1.4446  1.7394
C  2.3137  1.8338  0.7390
N  1.3098  1.4169  -0.1462
H  3.7175  1.5353  -3.4286
C  -1.0330  -0.9404  -3.7843
H  2.7114  -0.1883  -4.2350
C  0.6162  -2.1161  2.2994
C  1.3093  1.8999  -1.3501
C  -3.6325  3.6120  0.7512
H  6.9172  0.6352  -0.3258
C  3.1880  -2.4817  -1.8661
C  -3.0649  1.1431  -2.6235
P  2.4040  -0.8555  -1.4778
C  0.9008  3.4421  -3.6568
C  1.6415  -0.3089  -4.0862
H  2.7235  -4.5381  -1.4063
C  -2.6522  3.6053  1.7017
C  -3.4995  2.8043  -0.4008
C  -1.5370  -4.3012  1.3591
C  -0.0885  2.4830  -3.2271
C  -2.4083  -5.3491  1.1043
H  1.1994  0.0174  -6.1621
C  1.1989  -0.6053  -2.7926
H  -4.5236  4.2160  0.8739
C  0.8097  -0.2032  -5.1774
O  -3.1831  0.2041  1.6492
H  -5.0261  1.7729  -3.2440
Fe  -0.3554  0.3083  0.3568
H  -0.5746  -1.4183  -1.7805
N  -0.7553  0.6665  -1.6994
C  0.8277  -0.7250  2.7608
C  -0.2803  -0.6971  -2.5364
O  0.1640  0.3018  2.2429
C  1.2828  -2.9403  4.4624
H  -1.3934  -3.9711  2.3788
H  3.9288  3.0521  1.2383
H  2.6863  -2.8735  0.6692
N  -1.3891  2.0092  0.4725
C  -1.2073  -4.0152  -0.9973
H  1.9230  -0.8090  2.3303
H  1.6292  -4.2853  0.6101
C  3.7803  0.3451  -1.6452
H  -1.0047  2.3778  -3.7922
C  1.8444  -3.3253  0.1356
H  -2.0172  -1.3860  -3.6924
H  -2.9052  0.5559  -3.5128
H  -2.3079  -5.3291  -2.2747
H  6.6991  2.9866  -0.9696
C  6.0040  1.0040  -0.7782
C  3.2726  2.7134  0.4451
C  -4.2706  1.8656  -2.4743
C  -2.0834  -5.0590  -1.2507
C  -0.5379  -0.6122  -5.0052
C  3.4399  3.3067  -0.9095
H  -5.3993  3.2629  -1.3199
C  -2.0944  1.2156  -1.6629
C  1.4733  -1.6382  4.9695
H  3.3928  4.3996  -0.8623
H  0.6674  4.0780  -4.5009
C  4.6272  2.7585  -1.7631
H  -0.7851  -3.4840  -1.8406
C  -2.6808  -5.7366  -0.1993
C  5.8869  2.2856  -1.1223
H  1.7874  -1.5069  5.9963
H  -2.7330  4.1989  2.6012
H  -1.1606  -0.7644  -5.8818
H  1.4656  -3.7877  5.1125
H  1.3626  -3.6153  -1.9769
H  -3.3710  -6.5473  -0.3943
H  1.3786  0.4486  4.5007
H  0.8099  -4.1910  2.8044

---

Entry 3:
Density functional theory data (ωB97M-V/def2-TZVPD) for a structure of composition C45H38F2GeN6O2W.

Properties
LUMO, Eh: -0.24036
DFT total energy, eV: -124082.636
Charge: +2
ΔE to the lowest compared entry with this formula, charge and spin, kJ/mol: 0.00

Geometry (Å):
H  -3.2095  -5.4359  -0.1810
C  3.2294  -2.8958  -1.8582
C  -0.9161  3.2584  -0.9613
C  3.7733  1.0243  -0.0908
H  1.3883  3.1148  -1.4376
C  -0.9206  0.3602  -3.0615
H  3.9083  -2.0706  4.4469
H  -1.8914  -0.5588  5.7780
C  2.4296  2.6998  1.1190
N  -0.9330  -0.4339  -1.8837
C  -3.2274  -3.6181  0.9683
H  2.6721  -0.8525  -5.0896
C  -2.7105  1.0226  0.2408
C  -3.5113  1.5239  -0.7715
C  2.2935  2.5193  -1.3790
H  -3.1676  1.6668  -1.7878
H  -1.8294  -4.3760  -2.0146
C  2.1090  -3.5043  1.3485
C  3.0890  -3.8237  3.5184
C  -2.5930  0.1472  3.8856
H  3.8904  0.3820  -0.9695
C  -0.2677  -0.7822  2.8430
C  3.0561  -1.6315  2.5313
C  -1.0112  -1.8329  -2.0754
N  1.3433  0.6747  0.0626
H  1.6337  3.4412  1.0719
C  -2.1299  -3.8358  -1.1280
C  -2.3268  0.2689  2.5210
H  0.0035  1.5585  3.0582
C  3.3957  -2.4703  3.5821
H  -3.5175  0.5353  4.2774
H  -3.0634  -1.6971  1.8702
H  -6.4097  1.9675  0.9802
C  -0.4464  3.6373  3.1689
H  4.5839  1.7501  -0.1613
C  -5.3826  1.7019  0.7757
H  3.1361  3.2093  -1.4455
C  -1.0206  4.6494  1.0954
H  -0.9539  5.7188  2.9588
C  -4.8302  1.8452  -0.4827
H  3.3601  -4.4770  4.3368
H  2.2081  -5.3947  2.3521
C  -1.7574  -2.5127  -0.9923
H  3.2869  -0.5763  2.6105
C  2.4718  -1.7225  -1.8218
C  -0.7214  2.6386  -3.8286
C  -0.7650  1.7125  -2.7819
C  -1.1113  0.8425  -5.3914
H  4.3481  -4.2469  -3.0868
C  -4.5653  1.2011  1.7629
H  -1.2601  0.5088  -6.4091
H  -1.2731  -1.1254  -4.5945
W  -0.6523  0.3581  -0.0719
C  -2.7875  -2.3059  1.0260
H  -0.8401  2.8987  -5.9372
C  3.5617  -2.6024  -4.2181
Ge  1.8890  -1.0701  -0.1206
H  3.9529  0.4565  0.8247
C  -0.8830  2.1863  -5.1251
H  3.4168  -3.4642  -0.9556
H  3.9844  -2.9463  -5.1526
O  -0.5813  -2.4270  -3.0228
C  3.7649  -3.3367  -3.0582
H  -1.2734  5.4832  0.4559
N  -0.5513  2.3023  1.1966
H  0.2464  -1.4613  4.7893
H  -3.8328  -4.0035  1.7763
N  -0.7175  1.9619  -1.3925
F  -5.5983  2.3128  -1.4591
H  3.3704  3.2497  1.1100
C  2.2799  -0.9870  -2.9916
H  -0.5698  3.6850  -3.6406
H  0.6561  -1.1203  2.4065
F  -5.1019  1.0476  2.9811
H  1.7021  -0.0720  -2.9812
H  2.3383  1.8593  -2.2450
C  -0.3209  2.4299  2.5105
H  -0.2366  3.6788  4.2283
C  -0.8315  4.7666  2.4609
C  2.8246  -1.4255  -4.1848
H  1.6115  -3.9245  0.4802
H  0.2064  -1.3023  0.1402
N  -1.1425  -0.1805  2.0176
C  -1.6806  -0.4660  4.7209
C  2.4148  -2.1431  1.4023
C  -0.8521  3.4078  0.5148
C  -1.1302  -0.0839  -4.3664
C  2.4431  -4.3401  2.4040
C  2.4169  1.7396  -0.0703
O  -1.0735  4.2346  -1.6545
C  -0.4968  -0.9590  4.1870
H  2.3682  2.1626  2.0665
N  -2.0623  -1.7473  0.0550
C  -3.2328  0.8477  1.5328
C  -2.8863  -4.4059  -0.1180

---

Entry 4:
Density functional theory data (ωB97M-V/def2-TZVPD) for a structure of composition C45H38IrN5O6P.

Properties
LUMO, Eh: -0.13847
DFT total energy, eV: -79135.481
Charge: +1
ΔE to the lowest compared entry with this formula, charge and spin, kJ/mol: 316.54

Geometry (Å):
C  2.5479  -1.9078  -1.1131
H  -5.7374  -1.2990  -2.1048
C  -0.7393  1.3343  2.8674
H  -1.2177  -3.8525  3.5515
H  -3.4641  5.0273  0.2106
H  -1.1867  3.7366  3.5751
C  -3.5349  2.7821  -1.0967
H  3.7387  0.4768  -0.8934
C  3.0756  -1.5886  3.0798
C  1.6026  4.6216  0.3662
H  -1.3227  3.5624  -2.9831
H  -2.5114  5.5261  2.4531
O  -1.2792  -5.8263  4.9233
O  -0.3755  -1.5913  0.4103
C  2.1854  -0.7849  2.3940
C  -3.8808  -0.9661  -3.1295
C  -4.7155  -0.9518  -2.0278
C  -2.5855  0.5131  0.7116
H  0.0742  3.4184  -1.9006
C  -2.0658  -0.0791  -1.7825
N  -2.2874  1.9882  0.9390
C  -2.9026  2.9813  0.2463
H  -1.7503  -0.0315  1.1271
C  3.3130  3.6973  -1.0006
H  0.9272  3.6110  -5.3735
C  -0.4940  -3.6612  1.5410
H  1.7356  1.7658  -6.7814
H  -2.9006  2.2100  -1.7611
H  3.1661  5.7894  -0.5421
H  -1.9215  -0.5485  -3.8668
C  3.5045  1.2965  -1.5706
H  -1.8939  1.6808  4.6338
H  0.2737  -3.7949  -0.4559
O  -1.1666  -1.6181  2.5147
C  -2.5678  -0.5314  -2.9990
H  -3.4365  0.3288  1.3680
H  2.9007  0.9043  -2.3939
O  1.0891  -7.5613  -0.5228
C  -1.6279  2.2795  2.1036
H  4.2070  3.8259  -1.6006
C  -2.4252  4.5405  2.0155
N  2.1000  -0.8047  1.0494
C  -0.1082  0.5609  5.0400
H  0.5854  -1.0383  -3.7690
C  -0.9991  1.2330  4.2247
H  -3.6990  3.7645  -1.5335
H  3.1415  -1.5548  4.1557
C  1.0783  3.3444  0.5084
H  -4.4961  2.2722  -1.0277
C  3.7154  -2.5407  0.9967
C  0.6453  -0.0170  -4.1312
C  0.1735  1.0291  -3.3340
C  -2.9618  4.2622  0.7843
H  4.2818  -3.2498  0.4094
N  0.9533  -6.3607  -0.5912
H  0.2453  -7.4673  1.7547
C  -0.7905  -4.3640  2.7017
H  1.1240  5.4630  0.8557
H  4.4434  1.6530  -1.9939
C  -1.7251  3.5371  2.6605
H  1.7012  -0.5638  5.0837
O  1.2932  -5.6671  -1.5307
H  1.5603  -0.5771  -5.9865
C  -0.7142  -2.1642  1.5039
H  -0.2829  0.4889  6.1047
C  -2.9365  -0.0064  -0.6698
C  3.8750  -2.4635  2.3623
O  -0.5991  -7.6519  3.9998
H  -4.9088  -0.4288  0.0353
H  0.1905  3.2440  1.1093
C  1.2956  1.5503  -5.8163
H  3.3683  -2.4628  -1.5644
H  0.1545  4.4522  -3.3306
C  0.0372  -6.4104  1.6927
N  0.3226  0.7311  2.3086
C  0.3204  -5.6777  0.5577
C  -4.2390  -0.4651  -0.8165
C  0.9972  -0.0269  4.4684
C  2.7347  4.8059  -0.4065
H  4.5860  -3.0993  2.8728
H  2.4015  -0.9697  -1.6323
H  1.6290  -2.4845  -1.2337
C  2.7897  2.4106  -0.8580
C  0.2686  2.3554  -3.7730
C  1.6284  2.2055  -0.0900
C  1.1573  0.0313  3.0907
C  0.8383  2.5898  -5.0216
C  1.1988  0.2386  -5.3745
C  -0.5219  -5.7179  2.7499
H  -4.2380  -1.3200  -4.0875
Ir  0.6103  0.4366  0.1803
P  -0.3761  0.5824  -1.6735
N  -0.8271  -6.4618  3.9936
C  2.8001  -1.7131  0.3483
C  -0.2311  3.5089  -2.9462
C  0.0578  -4.3250  0.4572

---

Entry 5:
Density functional theory data (ωB97M-V/def2-TZVPD) for a structure of composition C45H38KN14O2S3 at a distorted geometry.

Properties
LUMO, Eh: 0.03790
DFT total energy, eV: -121071.116
Charge: -1
ΔE to the lowest compared entry with this formula, charge and spin, kJ/mol: 139.44

Geometry (Å):
N  -2.1478  -0.9601  -2.4020
H  -2.6761  4.5807  4.5846
H  2.2255  3.4032  -4.0361
H  5.6573  -1.5867  0.8625
H  -1.7049  -4.3018  -2.7848
H  -1.5096  2.3497  4.9248
C  -1.4715  -3.4071  -2.2332
H  3.2210  -2.0039  5.0147
H  -0.4067  -3.2313  -2.4311
H  2.3344  -1.4025  -6.4140
C  7.1295  -1.8703  -3.4637
C  5.4166  -2.0460  -1.6657
N  -4.2695  6.1578  2.8967
C  -1.0326  -1.8846  2.7219
C  -2.2674  4.9518  -2.7340
C  -3.4413  -0.1969  -2.2159
C  -2.7214  5.4265  -0.3956
S  -3.4846  -1.7574  5.0948
H  -1.0591  -3.1131  -0.1962
H  3.8596  2.8953  -4.4400
H  -2.1442  5.1989  -3.7814
C  -2.2451  4.0126  3.7507
N  -0.0582  -2.0273  1.8198
H  -2.6543  -1.6880  -0.4552
K  -0.1624  0.8051  -0.3448
O  1.1425  2.0312  -2.8017
N  -1.1383  2.7018  1.5326
C  7.6795  -2.1569  -2.2751
C  2.9367  -2.1712  -1.0258
H  -4.5595  -3.3608  0.7335
C  -1.3792  -2.5096  6.4117
C  2.9956  -1.9375  3.9453
C  4.0088  -1.9301  3.0284
H  -5.0865  -1.6126  -1.9862
C  -1.9969  4.2547  -0.0549
N  1.7633  1.0560  1.4888
C  1.6309  -1.9367  3.5540
H  -3.2438  0.7472  -1.7069
H  -0.3701  1.3371  2.8094
C  -2.3882  4.5775  2.4308
S  5.3976  -1.6424  -3.3927
C  -2.4975  -2.6516  7.3015
C  6.7108  -2.2626  -1.2386
H  -0.3496  -2.6883  6.7260
H  -2.7380  -4.6771  0.5739
H  8.7505  -2.2835  -2.1298
C  2.8429  2.8556  -4.7915
H  2.5794  -2.3386  -2.0627
N  -3.6605  -1.8484  -0.3798
C  -1.8195  3.8351  1.3340
C  -2.2696  -2.2693  -3.0543
N  1.1252  -0.1333  -3.5419
H  -2.4279  -2.8888  8.3485
C  -3.3224  5.6080  2.0981
C  -1.6139  3.8007  -2.2607
N  3.2842  2.7510  2.3839
H  -1.7620  -2.2684  -3.9992
H  3.4361  0.9556  -6.4594
H  5.0268  -1.8989  3.2815
O  1.1377  -2.2947  -4.2777
C  1.2378  -2.0141  2.1630
C  -3.6643  -2.3632  6.7096
H  -3.0546  -4.9489  -1.1927
H  -3.2779  -2.5877  -3.2812
N  1.9639  -2.1338  -0.0892
H  -3.4314  6.6725  -1.9103
C  -4.3997  -1.0448  -1.3429
C  2.1391  -0.6500  -5.6594
H  -1.4249  -0.4123  -2.8568
C  2.2572  -2.0405  1.1878
C  1.4705  1.1390  -3.6092
H  2.8418  3.2494  -5.8334
H  -2.0416  -1.7500  2.3184
C  -1.7381  -2.0931  5.1435
C  -0.7800  -1.9701  4.1123
C  3.7486  3.7954  1.7815
C  4.6216  -1.8860  0.6351
C  -3.4288  6.1066  0.6746
C  -1.5354  2.8190  3.9222
H  -1.1293  3.1659  -2.9807
N  4.3334  4.7979  1.5635
N  -1.4551  3.4338  -0.9706
S  -5.0697  7.2309  1.9428
C  -2.8753  -4.2036  -0.3820
C  -4.0546  -3.2152  -0.2672
C  -1.0049  2.2227  2.7705
C  2.5088  1.8941  1.8714
C  2.6572  0.5681  -5.7145
N  -4.3931  6.9972  0.4991
H  -4.8151  -3.4827  -1.0181
N  -1.5807  -3.6791  -0.8348
C  -2.8677  5.7966  -1.7456
C  3.6725  -1.9695  1.6195
C  1.4269  -1.0864  -4.4169
H  -5.0104  -0.3338  -0.8266
C  4.2920  -2.1014  -0.7209
H  0.9000  -1.8283  5.5513
H  6.8724  -2.5804  -0.2525
N  2.3823  1.4589  -4.6926
C  0.5824  -1.9051  4.4744
H  -3.9736  0.0384  -3.1944
H  -4.6946  -2.4329  7.0749
H  7.5804  -1.7286  -4.4429

---

Question: The lowest ΔE to the lowest compared entry with this formula, charge and spin belongs to which entry?
Answer: C45H38F2GeN6O2W

---

Question: Number 5 is which compound?
Answer: C45H38KN14O2S3